{
  "formula": "C5H12O2",
  "method": "ωB97M-V with the def2-TZVPD basis set",
  "e_homo_ev": -8.770,
  "gap_ev": 9.75,
  "lumo_ha": 0.0359,
  "multiplicity": 1,
  "de_lowest_kcal_mol": 68.1,
  "symbols": ["C", "C", "C", "O", "C", "C", "O", "H", "H", "H", "H", "H", "H", "H", "H", "H", "H", "H", "H"],
  "positions_angstrom": [[-0.160, 2.707, 0.352], [0.243, 1.262, 0.657], [-0.321, 0.205, -0.249], [-0.202, 0.617, -1.624], [0.341, -1.358, 0.342], [-0.524, -2.633, 0.142], [1.294, -1.207, -0.700], [0.280, 3.092, -0.577], [-1.248, 2.802, 0.263], [0.172, 3.360, 1.166], [1.342, 1.170, 0.651], [-0.091, 0.959, 1.649], [-1.369, -0.029, -0.212], [0.611, 1.128, -1.797], [0.994, -1.610, 1.234], [-1.417, -2.403, -0.445], [0.059, -3.383, -0.421], [-0.860, -3.150, 1.056], [0.857, -1.529, -1.487]]
}

***

{
  "formula": "C7H7F2O2P",
  "method": "ωB97M-V with the def2-TZVPD basis set",
  "e_homo_ev": -9.869,
  "gap_ev": 10.04,
  "lumo_ha": 0.0065,
  "multiplicity": 1,
  "de_lowest_kcal_mol": 0.0,
  "symbols": ["C", "O", "P", "O", "C", "C", "C", "F", "C", "C", "C", "F", "H", "H", "H", "H", "H", "H", "H"],
  "positions_angstrom": [[-0.409, 2.147, -1.054], [0.672, 1.581, -1.715], [1.582, 0.348, -1.232], [2.402, -0.144, -2.328], [0.617, -0.935, -0.336], [0.306, -2.115, -1.008], [-0.306, -3.051, -0.188], [-0.678, -4.175, -0.805], [-0.603, -2.933, 1.149], [-0.275, -1.751, 1.781], [0.361, -0.774, 0.972], [0.653, 0.508, 1.506], [-1.299, 1.521, -0.983], [-0.786, 3.146, -1.527], [-0.262, 2.467, -0.037], [2.508, 0.743, -0.280], [0.334, -2.066, -2.033], [-1.109, -3.781, 1.635], [-0.533, -1.472, 2.749]]
}

***

{
  "formula": "C6H14ClIrO2Sn",
  "method": "ωB97M-V with the def2-TZVPD basis set",
  "e_homo_ev": [2.485, -0.039],
  "gap_ev": [3.07, 5.51],
  "lumo_ha": [0.2042, 0.2010],
  "charge": -2,
  "multiplicity": 5,
  "symbols": ["Ir", "Cl", "C", "C", "H", "H", "H", "H", "H", "H", "Sn", "C", "C", "H", "H", "H", "H", "H", "C", "O", "C", "O", "H", "H", "H"],
  "positions_angstrom": [[0.786, -2.916, -0.433], [1.642, -4.964, -1.041], [0.056, -2.426, -2.234], [2.530, -2.084, 0.109], [-0.806, -3.091, -2.437], [-0.251, -1.372, -2.324], [0.864, -2.662, -2.948], [2.901, -2.718, 0.937], [2.540, -1.023, 0.414], [3.170, -2.235, -0.779], [-0.168, -0.469, 0.415], [0.397, 0.940, 1.933], [-0.824, -2.438, 1.011], [0.336, 0.471, 2.922], [1.426, 1.259, 1.730], [-0.277, 1.805, 1.884], [-0.526, -2.858, 1.985], [-1.824, -2.711, 0.638], [-1.113, 1.990, -2.071], [-2.257, 1.599, -1.220], [-2.068, 0.741, -0.218], [-2.943, 0.464, 0.592], [-0.687, 2.930, -1.687], [-1.514, 2.134, -3.083], [-0.324, 1.212, -2.077]]
}

***

{
  "formula": "C5H7FN2",
  "method": "ωB97M-V with the def2-TZVPD basis set",
  "e_homo_ev": -9.442,
  "gap_ev": 10.47,
  "lumo_ha": 0.0377,
  "multiplicity": 1,
  "de_lowest_kcal_mol": 27.1,
  "symbols": ["C", "C", "F", "C", "C", "C", "N", "N", "H", "H", "H", "H", "H", "H", "H"],
  "positions_angstrom": [[1.856, -0.190, -1.401], [1.213, 0.217, -0.098], [1.687, 1.446, 0.341], [-0.294, 0.251, -0.292], [-1.060, 1.266, -0.816], [-2.422, 0.794, -0.798], [-2.297, -0.336, -0.043], [-1.039, -0.726, 0.300], [1.712, 0.548, -2.127], [2.887, -0.440, -1.364], [1.442, -1.110, -1.737], [1.480, -0.495, 0.742], [-0.590, 1.966, -1.481], [-3.284, 1.392, -1.073], [-3.009, -0.914, 0.319]]
}

***

Values for total energy, eV, ordered as above
-9472.183; -26191.137; -31729.883; -10995.132